ORCA calculation (ωB97M-V/def2-TZVPD) on 2 unconnected molecules or ions with the total composition C10H20Si in a non-equilibrium geometry.

The value obtained for the largest force on an atom is 5.132 eV/Å. The HOMO energy is -7.4 eV. As for the net charge: 0. The calculation puts the total energy at -18567.5741 eV.

Each line ends with the natural charge from an NBO analysis.
Positions of all 31 atoms, in Å:
1 C -1.8644 0.0089 0.2044  -0.27
2 C -0.5910 -1.4946 -1.2067  -0.70
3 H -3.9352 0.1429 0.2950  0.21
4 C -1.8313 1.2606 -0.7539  -0.62
5 H -0.9922 -2.6771 1.0554  0.20
6 H -0.8434 1.6928 -0.9772  0.21
7 H -3.5363 -1.1576 -0.8332  0.20
8 H 1.4197 0.8421 2.6683  0.24
9 H -1.9939 0.5912 1.1910  0.20
10 H 0.4317 -1.8548 -1.4479  0.23
11 H 3.0107 0.9053 2.1029  0.25
12 Si 1.6966 0.8193 0.1142  1.34
13 H 1.9820 2.4271 2.1109  0.24
14 C 2.0221 1.3330 1.9469  -1.10
15 H -1.3066 -2.3688 -1.1978  0.19
16 C 3.0488 -0.5301 -0.1172  -0.47
17 C -3.2803 -0.7047 0.1183  -0.62
18 H 4.9634 -1.5795 -0.4650  0.21
19 H -2.3216 1.1296 -1.7303  0.20
20 C 1.9677 2.0253 -1.4102  -1.07
21 H -3.3993 -1.4818 0.8808  0.21
22 H 1.6813 1.4140 -2.2740  0.25
23 C 4.1490 -1.0483 -0.2615  -0.22
24 H 1.2736 2.8173 -1.2785  0.23
25 C -0.4285 -1.8167 1.2500  -0.69
26 H -2.4546 1.9986 -0.2303  0.21
27 C -0.5897 -0.8914 0.1220  0.03
28 H 0.6226 -2.1849 1.2890  0.23
29 H -1.0876 -0.7979 -1.8665  0.22
30 H -0.7969 -1.3185 2.1698  0.21
31 H 2.9839 2.4985 -1.4687  0.25